Molecular formula: C28H43O3P2S4V
Method: DFT, ωB97M-V/def2-TZVPD

Calculated values
gap between HOMO and LUMO (spin up / spin down) = 7.96 / 7.55 eV
largest force on an atom = 0.6 eV Å⁻¹
energy relative to the best compared isomer or geometry (same formula, charge and spin) = 2.9 kJ/mol
multiplicity = 2
molecular weight = 668.81 g/mol
HOMO level (spin up / spin down) = -0.3718 / -0.3505 Ha
E_LUMO (spin up / spin down) = -0.0792 / -0.0729 hartree
charge = +1

Geometry as XYZ:
```
81
Properties=species:S:1:pos:R:3:forces:R:3
V -0.6796 -0.5343 0.1965 0.5 0.0 -0.2
C 3.2155 0.2115 -1.4965 0.0 0.0 0.0
C 3.2047 1.7172 -1.7280 0.1 0.0 -0.1
S 2.2369 2.6978 -0.5631 -0.1 0.0 0.0
C 3.3422 2.7831 0.8665 0.1 0.1 0.1
C 3.6581 1.4850 1.6140 0.1 0.1 0.0
S 2.1516 0.5024 1.7498 0.0 0.0 0.0
C 2.7097 -0.9165 2.7151 0.0 -0.2 0.1
C 1.6333 -2.0108 2.7345 0.1 0.1 0.0
S 0.7904 -2.3186 1.1603 -0.3 0.0 -0.1
C 2.2006 -2.5954 0.0513 0.1 0.0 0.0
C 1.8606 -2.2014 -1.3763 0.1 -0.1 0.0
S 1.5366 -0.4415 -1.6031 -0.1 -0.1 -0.1
H 3.6678 -0.0398 -0.5388 0.0 0.0 0.0
H 3.7969 -0.2578 -2.2932 0.0 0.0 0.0
H 2.7794 1.9347 -2.7117 -0.1 0.0 0.0
H 4.2294 2.0948 -1.7384 0.0 0.0 0.0
H 2.8563 3.4884 1.5422 0.0 0.0 0.0
H 4.2781 3.2451 0.5464 0.0 0.0 0.0
H 4.0379 1.7452 2.6033 0.0 -0.1 0.0
H 4.4368 0.9192 1.0996 0.0 0.0 0.0
H 2.9111 -0.6374 3.7513 0.0 0.1 0.0
H 3.6406 -1.3137 2.3064 0.0 0.1 -0.1
H 0.8346 -1.7586 3.4328 0.0 0.0 0.0
H 2.0696 -2.9519 3.0703 0.0 0.0 0.0
H 2.4562 -3.6550 0.0932 0.0 0.0 0.0
H 3.0528 -2.0223 0.4129 0.0 0.0 0.0
H 0.9667 -2.7175 -1.7288 0.0 0.1 0.0
H 2.6868 -2.4871 -2.0300 0.0 0.0 0.0
O -1.1746 1.2149 -1.0356 0.0 -0.2 0.0
C -1.7322 0.8661 -2.3465 0.1 0.1 0.1
C -1.7917 -0.6851 -2.4567 -0.2 0.0 -0.2
O -2.4116 -1.2058 -3.3554 0.1 0.1 0.0
O -1.1599 -1.3440 -1.5333 0.0 0.0 0.6
C -0.7940 1.4556 -3.3982 -0.1 0.0 0.0
C -0.2223 0.6974 -4.4111 0.0 0.0 0.0
C 0.6909 1.2788 -5.2806 0.0 -0.1 0.0
C 1.0453 2.6109 -5.1414 0.0 0.1 0.0
C 0.4614 3.3790 -4.1421 0.0 0.0 0.0
C -0.4646 2.8068 -3.2847 0.0 0.0 0.0
C -3.1305 1.4629 -2.4370 0.0 0.0 -0.1
C -3.6585 2.2354 -1.4118 0.0 0.0 -0.1
C -4.9437 2.7559 -1.5167 0.0 0.0 0.1
C -5.7021 2.5159 -2.6482 -0.1 0.0 0.0
C -5.1664 1.7653 -3.6870 0.0 0.0 0.0
C -3.8875 1.2440 -3.5873 0.0 0.0 0.0
H -0.3381 1.6773 -1.1997 0.0 0.1 0.1
H -0.4888 -0.3441 -4.5263 0.0 0.0 0.0
H 1.1268 0.6813 -6.0703 0.0 0.0 0.0
H 1.7610 3.0560 -5.8198 0.0 0.0 0.0
H 0.7092 4.4273 -4.0422 0.0 0.0 0.0
H -0.9503 3.4193 -2.5327 0.0 0.0 0.0
H -3.0613 2.4427 -0.5386 0.0 0.0 0.0
H -5.3440 3.3594 -0.7119 0.0 0.0 0.0
H -6.7014 2.9215 -2.7316 0.0 0.0 0.0
H -5.7461 1.5857 -4.5820 0.0 0.0 0.0
H -3.4784 0.6574 -4.3962 0.0 0.0 0.0
C -2.4633 2.0458 2.1067 -0.1 0.1 0.0
P -1.3400 0.6353 2.3713 0.0 0.0 -0.1
C -0.3073 1.2921 3.7261 0.0 0.0 0.1
C -2.3962 -0.5333 3.3225 0.0 0.0 0.1
C -3.5187 -1.0689 2.4400 0.0 0.0 0.0
P -2.8356 -1.5669 0.8108 0.0 -0.2 -0.1
C -4.2401 -1.3354 -0.3218 0.0 0.0 0.0
C -2.7134 -3.3824 0.8891 0.0 -0.1 0.1
H -2.8255 2.4562 3.0507 0.0 0.0 0.0
H -3.3144 1.7299 1.5034 0.0 0.0 0.0
H -1.9435 2.8307 1.5561 0.0 0.0 0.0
H -0.9609 1.6557 4.5213 0.0 0.0 0.0
H 0.3283 2.1014 3.3752 0.0 0.0 0.0
H 0.3469 0.5195 4.1293 0.0 0.0 0.0
H -2.7819 -0.0435 4.2207 0.0 0.0 0.0
H -1.7430 -1.3459 3.6576 0.0 0.0 0.0
H -4.2541 -0.2831 2.2511 0.0 0.0 0.0
H -4.0589 -1.8939 2.9075 0.0 0.0 0.0
H -5.1057 -1.8934 0.0400 0.0 0.0 0.0
H -3.9857 -1.6898 -1.3211 0.0 0.0 0.0
H -4.4952 -0.2763 -0.3934 0.0 0.0 0.0
H -3.6811 -3.8248 1.1316 0.0 0.0 0.0
H -1.9785 -3.6922 1.6331 0.0 0.0 0.0
H -2.3856 -3.7494 -0.0846 0.0 0.0 0.0
```
Forces are in eV/Å.

Atom charges from the Löwdin analysis, given in e for atoms 1 to 6: 0.284, -0.493, -0.513, 0.854, -0.530, -0.495

---

Molecular formula: C28H44B3ClO17
Method: DFT, ωB97M-V/def2-TZVPD

Calculated values
gap between HOMO and LUMO = 9.99 eV
largest force on an atom = 1.4 eV Å⁻¹
molecular weight = 720.53 g/mol
HOMO level = -0.3483 Ha
E_LUMO = 0.0188 hartree

Geometry as XYZ:
```
93
Properties=species:S:1:pos:R:3:forces:R:3
Cl 0.7820 -0.2741 -1.9966 -0.2 -0.3 0.1
B -0.8035 0.2955 -1.5257 0.6 -0.8 0.8
O -0.9433 1.4486 -0.8060 0.6 0.7 -0.8
B -1.7264 2.2955 -1.5870 0.0 0.3 0.7
O -2.9574 1.8072 -1.9552 0.4 0.0 -0.4
B -3.0484 0.4376 -1.9732 -1.3 -0.6 0.3
O -1.9448 -0.3733 -1.8702 0.1 0.2 -0.6
H -1.2707 3.3205 -1.9488 -0.3 0.3 0.1
H -4.1174 -0.0704 -2.0343 0.0 0.0 -0.2
O 1.8567 2.4117 -3.3713 -0.3 0.0 0.0
C 2.0731 3.4570 -2.8312 0.4 0.0 -0.2
O 1.0958 4.3663 -2.5805 -0.1 0.0 0.0
C 1.6650 5.5627 -2.0187 0.1 0.1 0.1
C 2.9981 5.1288 -1.4247 0.1 -0.1 -0.1
C 3.4079 3.9953 -2.3637 -0.2 0.2 0.4
H 1.7853 6.2950 -2.8204 0.0 0.0 0.0
H 0.9788 5.9647 -1.2768 -0.1 -0.1 -0.1
H 3.7211 5.9391 -1.3601 0.0 0.0 -0.1
H 2.8464 4.7335 -0.4194 0.0 0.0 0.0
H 3.9570 4.3593 -3.2341 0.0 -0.1 0.0
H 3.9792 3.2190 -1.8625 0.0 0.0 -0.2
O 5.0296 1.5861 -1.0640 0.2 -0.1 0.1
C 5.2268 0.4332 -1.3228 -0.3 0.1 -0.1
O 6.4419 -0.0253 -1.7046 0.0 0.0 0.0
C 6.3582 -1.4213 -2.0484 0.0 -0.1 0.0
C 5.1233 -1.9381 -1.3249 -0.1 0.0 0.0
C 4.2233 -0.7031 -1.3206 0.4 -0.4 0.2
H 6.2677 -1.5033 -3.1336 0.0 0.0 0.0
H 7.2739 -1.9165 -1.7343 0.1 0.1 0.0
H 4.6760 -2.8087 -1.7984 0.0 0.0 -0.1
H 5.3832 -2.2083 -0.2989 0.1 0.0 0.0
H 3.6158 -0.6415 -2.2239 0.0 0.1 0.0
H 3.5871 -0.6568 -0.4410 -0.2 0.2 -0.1
O 2.4919 -4.0675 -2.0629 0.3 0.1 -0.4
C 1.6741 -4.2292 -2.9242 -0.3 0.0 0.1
O 1.5302 -3.3909 -3.9728 0.1 -0.2 0.1
C 0.3948 -3.7852 -4.7677 -0.2 0.0 -0.2
C 0.1742 -5.2573 -4.4501 0.0 -0.1 0.1
C 0.6379 -5.3344 -2.9980 0.0 0.0 -0.5
H -0.4553 -3.1635 -4.4811 0.0 0.0 0.0
H 0.6220 -3.6098 -5.8158 0.1 0.1 0.0
H -0.8518 -5.5810 -4.6100 0.0 0.1 0.0
H 0.8221 -5.8725 -5.0758 0.0 0.0 0.0
H -0.1662 -5.1013 -2.2982 0.0 0.0 0.1
H 1.0827 -6.2936 -2.7495 0.0 0.0 0.2
O 2.8913 1.9031 4.4962 0.1 0.1 -0.1
C 2.0223 1.7338 3.6887 -0.1 -0.1 0.2
O 1.7338 2.6465 2.7274 0.0 -0.1 0.0
C 0.5779 2.2126 1.9776 -0.1 0.1 -0.2
C 0.5068 0.7106 2.1770 -0.1 -0.1 0.0
C 1.0820 0.5471 3.5750 0.1 0.4 -0.4
H -0.2993 2.7326 2.3703 0.0 0.0 0.0
H 0.7089 2.4746 0.9308 0.1 0.2 0.1
H -0.4957 0.3074 2.0607 0.0 0.1 0.1
H 1.1557 0.2125 1.4549 0.0 0.0 0.0
H 0.3135 0.6369 4.3449 0.0 -0.1 0.0
H 1.6207 -0.3802 3.6970 0.0 0.0 0.3
O -6.9565 -1.3749 -2.0373 -0.1 -0.1 -0.2
C -7.4138 -0.3536 -2.4544 0.3 0.1 0.3
O -8.0129 -0.2508 -3.6670 -0.1 0.0 0.0
C -8.3637 1.1190 -3.9304 0.0 0.1 0.0
C -8.4421 1.7837 -2.5616 0.1 0.0 0.1
C -7.3938 1.0004 -1.7716 -0.5 0.2 -0.2
H -7.5874 1.5581 -4.5607 0.0 0.0 0.0
H -9.3079 1.1435 -4.4687 0.0 -0.1 0.0
H -8.2665 2.8569 -2.5957 0.0 0.0 -0.1
H -9.4285 1.6189 -2.1261 0.0 0.0 0.0
H -6.3958 1.4284 -1.8802 0.0 -0.1 0.1
H -7.6489 0.9070 -0.7206 0.2 -0.1 0.1
O 0.3990 -2.2420 3.2243 0.0 -0.2 0.0
C 1.1566 -2.8731 2.5461 -0.2 -0.2 -0.1
O 1.5829 -2.4331 1.3382 0.1 0.1 0.1
C 2.3964 -3.4355 0.6958 0.0 -0.2 0.1
C 2.9052 -4.3144 1.8321 -0.1 0.0 0.1
C 1.7517 -4.2379 2.8339 0.5 0.1 -0.2
H 1.7736 -3.9837 -0.0120 0.1 0.1 0.2
H 3.1940 -2.9452 0.1445 -0.2 0.1 0.0
H 3.1533 -5.3241 1.5121 0.0 0.0 -0.1
H 3.8005 -3.8711 2.2704 0.0 0.0 0.0
H 0.9894 -4.9943 2.6422 0.0 0.0 0.1
H 2.0830 -4.3001 3.8662 -0.2 0.0 0.1
O -2.6142 1.3667 4.2848 0.0 -0.1 -0.1
C -2.5452 1.4814 5.4724 0.0 0.3 -0.1
O -3.2645 0.7145 6.3264 0.0 0.0 0.0
C -3.0534 1.1479 7.6815 0.1 0.0 0.1
C -1.7208 1.8861 7.6633 0.0 0.1 -0.1
C -1.7108 2.4791 6.2554 0.1 -0.3 0.4
H -3.8839 1.7965 7.9687 0.0 0.0 0.0
H -3.0471 0.2775 8.3325 -0.1 -0.1 -0.1
H -1.6274 2.6218 8.4592 -0.1 0.0 0.0
H -0.9016 1.1738 7.7666 0.0 0.0 0.0
H -2.2044 3.4510 6.2136 0.0 0.0 -0.1
H -0.7104 2.5544 5.8378 -0.1 0.1 -0.2
```
Forces are in eV/Å.

Atom charges from the Löwdin analysis, given in e for atoms 1 to 6: 0.860, -1.077, 0.207, -0.324, 0.246, -0.337

---

Molecular formula: C28H44BBr6F2O4
Method: DFT, ωB97M-V/def2-TZVPD

Calculated values
gap between HOMO and LUMO = 6.41 eV
largest force on an atom = 1.8 eV Å⁻¹
molecular weight = 972.89 g/mol
HOMO level = -0.1764 Ha
E_LUMO = 0.0593 hartree
charge = -1

Geometry as XYZ:
```
85
Properties=species:S:1:pos:R:3:forces:R:3
C -0.2382 3.7054 1.9962 -0.3 0.7 -0.6
C -0.7296 3.7631 0.7320 0.1 -0.7 -0.3
C -0.9741 2.4405 -0.0675 -0.7 0.4 1.2
C -2.5090 2.1993 -0.0232 0.2 -0.4 0.1
C -2.9461 1.2186 1.0567 -1.0 -0.3 -0.3
C -4.4719 0.9970 0.9324 1.0 0.3 0.3
C -5.0413 0.1022 2.0445 -1.4 0.3 -0.2
C -5.8053 -1.1398 1.5489 0.3 0.3 -0.2
C -6.7979 -0.7892 0.4614 0.4 0.0 -0.4
O -7.6846 -1.9084 0.2253 -0.1 0.4 0.4
C -8.1432 -1.9440 -1.0518 -0.8 0.1 -0.3
C -9.5842 -1.5408 -1.2467 0.0 -0.5 0.4
O -7.4798 -2.2978 -1.9756 0.7 -0.2 -0.3
O -0.1914 1.4913 0.5807 -0.8 -0.5 0.1
B 1.1031 1.2695 -0.1745 -0.9 0.3 0.7
C 2.1868 2.4454 0.2165 0.4 -0.8 -0.1
C 3.6037 2.2592 -0.3205 -0.3 1.3 0.3
F 4.3881 1.5745 0.6168 0.1 -0.4 -0.3
C 1.4867 -0.2597 0.2134 0.2 0.1 -0.8
C 2.6072 -0.9275 -0.6336 -0.3 -0.4 0.5
C 3.7594 -1.5043 0.1559 0.1 0.3 -0.1
C 3.5119 -2.2514 1.3085 0.1 -0.2 0.0
C 4.5445 -2.8310 2.0360 -0.1 0.3 -0.4
C 5.8689 -2.6591 1.6277 -0.6 -0.4 0.7
C 6.1172 -1.9041 0.4924 0.2 0.2 -0.3
C 5.0861 -1.3228 -0.2422 -0.7 -0.1 0.3
O 0.6022 1.5125 -1.5782 0.3 -0.2 -0.2
C -0.3445 2.4585 -1.5157 -0.1 1.1 0.2
F -1.2704 2.2444 -2.5470 -0.3 0.0 0.2
H 0.6884 4.2373 2.2098 -0.9 1.3 0.8
H -0.7165 3.1119 2.7656 1.1 -1.4 -0.3
H -0.9723 4.7256 0.2731 1.4 0.0 -0.7
H -2.9384 1.8932 -0.9810 0.3 -0.2 -0.1
H -2.9789 3.1571 0.2179 -0.1 0.0 -0.2
H -2.4859 0.2362 0.9425 0.4 0.2 0.1
H -2.7439 1.5992 2.0598 0.3 0.0 0.0
H -4.9257 1.9915 0.9720 -0.2 -0.1 0.0
H -4.6437 0.6195 -0.0760 -0.2 -0.2 0.1
H -5.7980 0.6966 2.5719 0.2 0.0 0.2
H -4.3019 -0.1779 2.7937 0.2 0.0 -0.2
H -6.3893 -1.5867 2.3550 0.3 -0.2 0.1
H -5.0716 -1.8424 1.1492 -0.2 -0.3 0.1
H -7.3669 0.1142 0.7125 -0.2 -0.2 0.2
H -6.2924 -0.5842 -0.4817 0.1 0.0 0.0
H -9.9642 -0.9684 -0.4077 0.0 0.1 -0.1
H -9.6808 -1.0252 -2.1966 0.0 0.1 0.0
H -10.1687 -2.4617 -1.3153 0.0 0.0 0.0
H 1.8556 3.4445 -0.0838 -0.1 -0.1 0.0
H 2.2727 2.4627 1.3090 0.1 0.2 0.0
H 3.6518 1.7936 -1.3068 0.1 -0.4 0.2
H 4.0756 3.2444 -0.4241 0.2 -0.1 0.0
H 1.6991 -0.2804 1.2849 0.2 0.0 0.0
H 0.5697 -0.8402 0.0799 -0.1 0.1 0.1
H 2.1494 -1.7821 -1.1440 0.1 0.1 -0.2
H 2.9534 -0.2579 -1.4207 0.2 0.0 0.0
H 2.4872 -2.3969 1.6293 0.0 0.1 0.0
H 4.2988 -3.3988 2.9254 0.1 -0.1 0.0
H 6.6457 -3.1393 2.2406 -0.8 0.5 -0.5
H 7.1260 -1.7486 0.1339 0.1 0.0 0.1
H 5.2714 -0.7143 -1.1422 -0.3 -0.2 1.1
H 0.0043 3.4939 -1.6860 0.2 -0.1 -0.4
Br 6.6904 -1.4453 -2.6445 0.8 0.0 -1.0
C 8.1223 -1.1724 -3.9403 -0.3 -0.3 0.1
C 9.3857 -0.7086 -3.2660 0.1 0.2 -0.1
Br 9.2870 1.1680 -2.7591 0.0 0.0 0.1
H 7.7551 -0.4693 -4.6813 0.1 0.0 0.0
H 8.2817 -2.1419 -4.4098 0.1 0.0 0.0
H 10.2312 -0.7758 -3.9477 0.0 0.0 0.0
H 9.6047 -1.2672 -2.3609 -0.1 0.0 0.0
Br -12.7991 0.0736 -1.0859 0.0 0.1 0.1
C -12.6345 1.8856 -0.3880 -0.2 -0.1 -0.2
C -11.5250 2.6544 -1.0551 0.2 0.1 0.2
Br -9.7738 2.1190 -0.4027 0.0 0.0 -0.1
H -12.4997 1.7971 0.6849 0.1 0.0 0.0
H -13.5944 2.3539 -0.5953 0.0 0.0 0.0
H -11.6049 3.7129 -0.8169 -0.1 0.0 0.0
H -11.5133 2.5253 -2.1324 0.0 0.0 0.0
Br 11.2236 -5.4295 0.1178 0.0 0.1 0.0
C 11.5520 -3.8045 1.1387 0.2 -0.2 0.1
C 10.5850 -3.6601 2.2847 -0.2 0.3 -0.1
Br 8.8223 -3.0900 1.6863 1.2 -0.3 0.1
H 11.4976 -2.9774 0.4386 -0.1 0.0 0.0
H 12.5717 -3.9013 1.5061 0.0 0.0 0.0
H 10.9240 -2.8801 2.9640 0.1 0.0 0.0
H 10.4457 -4.5845 2.8359 0.1 0.0 0.0
```
Forces are in eV/Å.

Atom charges from the Löwdin analysis, given in e for atoms 1 to 6: 0.003, -0.089, -0.386, -0.115, -0.189, -0.211